Entry 1:
{"formula": "C23H57BrN4OPS", "method": "the ωB97M-V functional and the def2-TZVPD basis", "multiplicity": 1, "homo_lumo_gap_ha": 0.19930, "charge": 1, "max_force_ev_per_a": 2.69, "e_tot_ev": -122943.09750, "homo_ev": -8.95, "symbols": ["Br", "S", "P", "O", "N", "N", "N", "N", "C", "C", "C", "C", "C", "C", "C", "C", "C", "C", "C", "C", "C", "C", "C", "C", "C", "C", "C", "C", "C", "C", "C", "H", "H", "H", "H", "H", "H", "H", "H", "H", "H", "H", "H", "H", "H", "H", "H", "H", "H", "H", "H", "H", "H", "H", "H", "H", "H", "H", "H", "H", "H", "H", "H", "H", "H", "H", "H", "H", "H", "H", "H", "H", "H", "H", "H", "H", "H", "H", "H", "H", "H", "H", "H", "H", "H", "H", "H", "H"], "xyz": [[9.067, 0.203, 0.312], [6.399, 5.418, 2.121], [7.240, 1.023, 1.337], [7.592, 0.861, 2.990], [-4.581, -0.929, -0.058], [2.219, 0.234, 1.942], [-5.501, -2.339, -4.741], [7.864, 3.415, -0.138], [-4.495, -0.538, 2.468], [-5.502, -3.611, -4.032], [8.985, 4.322, 0.262], [8.684, 3.882, 2.773], [-6.049, -2.427, -6.084], [-5.979, -2.973, 0.241], [3.598, 1.263, 3.827], [2.958, 1.376, 2.445], [3.028, -0.853, 1.407], [3.800, -1.726, 2.398], [-6.858, -4.244, -3.714], [-5.123, -0.242, 1.104], [-5.774, -1.191, -6.929], [-2.062, -0.634, 0.231], [7.203, 3.751, 2.301], [0.098, 0.872, 3.074], [9.692, 3.923, 1.572], [1.113, -0.220, 2.770], [-3.334, -0.385, -0.580], [7.044, 2.882, 0.999], [-7.416, -0.984, -3.725], [-5.916, -1.184, -3.957], [-4.598, -2.383, -0.010], [2.925, 0.832, 4.569], [9.696, 4.375, -0.578], [-6.307, -0.314, -6.557], [-5.937, -4.060, 0.155], [-4.936, -3.506, -3.102], [-1.955, -1.680, 0.526], [10.242, 2.978, 1.463], [-3.450, 0.692, -0.738], [-8.002, -1.123, -4.635], [4.671, -1.209, 2.803], [2.364, -1.502, 0.828], [-6.703, -2.606, -0.489], [-3.542, -0.026, 2.598], [0.587, -1.016, 2.236], [-1.186, -0.376, -0.372], [4.171, -2.618, 1.888], [-0.268, 1.333, 2.155], [3.734, 1.648, 1.719], [-5.411, -1.207, -2.986], [0.513, 1.652, 3.715], [5.986, 3.011, 0.711], [3.177, -2.063, 3.227], [-5.090, 0.836, 0.924], [2.285, 2.239, 2.456], [-3.903, -2.772, 0.748], [-6.191, -0.473, 1.165], [8.943, 3.035, 3.422], [1.459, -0.657, 3.717], [-5.157, -0.182, 3.261], [-5.587, -3.279, -6.590], [8.246, 2.692, -0.755], [-4.256, -2.769, -0.974], [-7.803, -1.656, -2.959], [-6.347, -2.742, 1.242], [8.550, 0.949, 3.034], [8.584, 5.341, 0.366], [-4.928, -4.328, -4.630], [-2.023, -0.012, 1.125], [-4.339, -1.606, 2.633], [-7.363, -3.726, -2.899], [-6.109, -1.363, -7.953], [8.782, 4.783, 3.399], [3.875, 2.260, 4.184], [-7.131, -2.618, -6.076], [-4.707, -0.965, -6.958], [4.512, 0.668, 3.804], [-3.184, -0.798, -1.584], [-7.599, 0.034, -3.374], [10.414, 4.728, 1.776], [3.730, -0.443, 0.673], [5.198, 5.197, 1.502], [-5.527, -0.284, -4.442], [6.650, 3.256, 3.113], [7.242, 3.975, -0.725], [-7.522, -4.266, -4.579], [-0.758, 0.444, 3.598], [-6.713, -5.278, -3.391]]}



Entry 2:
{"formula": "C23H19FeN5O2S2Te", "method": "the ωB97M-V functional and the def2-TZVPD basis", "multiplicity": 6, "homo_lumo_gap_ha": [0.27809, 0.21023], "charge": 1, "max_force_ev_per_a": 1.43, "e_tot_ev": -99049.69173, "homo_ev": [-10.70, -10.86], "relative_energy_kj_mol": 51.9, "symbols": ["Te", "Fe", "S", "S", "O", "O", "N", "N", "N", "N", "N", "C", "C", "C", "C", "C", "C", "C", "C", "C", "C", "C", "C", "C", "C", "C", "C", "C", "C", "C", "C", "C", "C", "C", "H", "H", "H", "H", "H", "H", "H", "H", "H", "H", "H", "H", "H", "H", "H", "H", "H", "H", "H"], "xyz": [[-1.102, -0.607, 2.651], [-0.070, -0.471, 0.344], [2.681, -0.312, 1.837], [-2.592, -3.543, 2.853], [3.859, 0.457, 2.113], [1.928, -0.825, 2.968], [1.669, 0.489, 0.835], [1.799, -1.048, -4.536], [-0.231, -1.369, -1.573], [-0.548, 1.525, -0.226], [0.514, -2.807, -3.798], [-1.622, 1.968, -0.849], [2.802, -3.725, -0.361], [-0.677, -2.622, -1.750], [1.735, 4.074, 2.068], [-4.714, -2.607, 3.908], [4.157, -4.029, -0.299], [5.031, -3.184, 0.366], [-1.990, 3.318, -0.850], [1.395, 1.861, 1.115], [0.952, -1.560, -3.618], [0.558, -0.824, -2.486], [0.694, 4.611, 1.374], [-4.133, -3.783, 3.537], [3.210, -1.721, 0.902], [4.565, -2.022, 0.966], [2.093, 2.712, 1.940], [-1.226, 4.203, -0.142], [0.251, 2.395, 0.461], [2.332, -2.581, 0.254], [-2.702, -1.841, 3.064], [-0.298, -3.319, -2.879], [-3.885, -1.484, 3.649], [-0.081, 3.762, 0.556], [-4.152, -0.458, 3.875], [-1.496, 5.252, -0.095], [0.892, 0.194, -2.318], [2.114, -0.097, -4.495], [2.317, 4.698, 2.736], [-2.875, 3.632, -1.389], [-5.697, -2.541, 4.356], [4.526, -4.937, -0.760], [2.118, -4.385, -0.881], [-2.225, 1.228, -1.366], [2.950, 2.345, 2.488], [-1.329, -3.044, -0.998], [1.272, -2.385, 0.239], [-0.656, -4.328, -3.050], [5.233, -1.342, 1.479], [-4.531, -4.784, 3.638], [0.442, 5.662, 1.449], [6.084, -3.427, 0.419], [2.037, -1.609, -5.334]]}



Entry 3:
{"formula": "C5H20N10O5", "method": "the ωB97M-V functional and the def2-TZVPD basis", "multiplicity": 1, "homo_lumo_gap_ha": 0.37250, "charge": 0, "max_force_ev_per_a": 6.65, "e_tot_ev": -30649.72032, "smiles": "NC(N)=O.NC(N)=O.NC(N)=O.NC(N)=O.NC(N)=O", "homo_ev": -9.74, "relative_energy_kj_mol": 380.2, "symbols": ["O", "O", "O", "O", "O", "N", "N", "N", "N", "N", "N", "N", "N", "N", "N", "C", "C", "C", "C", "C", "H", "H", "H", "H", "H", "H", "H", "H", "H", "H", "H", "H", "H", "H", "H", "H", "H", "H", "H", "H"], "xyz": [[-11.965, 11.812, -25.109], [-11.032, 25.035, -18.537], [-8.853, 20.012, -14.135], [-10.480, 16.770, -18.901], [-7.462, 13.784, -13.034], [-9.500, 23.553, -17.821], [-13.321, 11.135, -23.542], [-8.819, 12.614, -11.813], [-12.134, 18.405, -18.711], [-9.583, 14.244, -13.014], [-11.113, 24.110, -16.496], [-11.663, 12.674, -23.180], [-12.103, 17.146, -20.358], [-7.276, 18.462, -14.067], [-7.790, 19.674, -12.251], [-8.536, 13.544, -12.628], [-10.503, 24.394, -17.655], [-12.296, 11.844, -23.978], [-7.995, 19.420, -13.517], [-11.523, 17.339, -19.207], [-6.686, 17.755, -13.652], [-7.507, 18.073, -14.970], [-10.834, 12.959, -23.681], [-11.762, 16.486, -21.043], [-11.668, 18.848, -17.933], [-11.979, 24.448, -16.102], [-8.371, 20.399, -11.854], [-8.121, 12.160, -11.242], [-9.583, 14.882, -13.798], [-6.915, 19.413, -11.821], [-12.983, 17.619, -20.510], [-13.491, 11.067, -22.549], [-9.253, 23.102, -16.952], [-12.744, 18.959, -19.297], [-9.791, 12.359, -11.716], [-8.841, 24.077, -18.380], [-10.463, 14.122, -12.533], [-11.849, 12.545, -22.196], [-13.979, 10.751, -24.206], [-10.778, 23.310, -15.978]]}



Entry 4:
{"formula": "C5H12NS2", "method": "the ωB97M-V functional and the def2-TZVPD basis", "multiplicity": 1, "homo_lumo_gap_ha": 0.19723, "charge": -1, "max_force_ev_per_a": 5.19, "e_tot_ev": -28538.82532, "smiles": "[S-]CCNCCCS", "homo_ev": -2.50, "relative_energy_kj_mol": 182.6, "symbols": ["S", "S", "N", "C", "C", "C", "C", "C", "H", "H", "H", "H", "H", "H", "H", "H", "H", "H", "H", "H"], "xyz": [[0.660, -0.743, 3.386], [-2.078, 0.790, -3.658], [-0.065, -0.416, -0.076], [1.022, 0.556, 0.195], [2.215, -0.131, 1.016], [-1.941, 0.060, -1.943], [-0.488, -0.279, -1.507], [1.929, 0.199, 2.544], [-0.863, -0.176, 0.472], [-2.362, 0.702, -1.326], [-2.406, -0.895, -1.887], [0.328, 0.386, -2.075], [1.713, 1.222, 2.776], [1.973, -1.151, 0.834], [0.107, -1.363, 2.397], [2.791, -0.121, 3.241], [-0.121, -1.335, -1.895], [1.390, 0.864, -0.848], [0.874, 1.556, 0.646], [3.302, 0.052, 0.716]]}



Entry 5:
{"formula": "C13H16N3O3", "method": "the ωB97M-V functional and the def2-TZVPD basis", "multiplicity": 1, "homo_lumo_gap_ha": 0.21553, "charge": -1, "max_force_ev_per_a": 4.52, "e_tot_ev": -24353.19333, "homo_ev": -3.45, "relative_energy_kj_mol": 139.9, "symbols": ["O", "O", "O", "N", "N", "N", "C", "C", "C", "C", "C", "C", "C", "C", "C", "C", "C", "C", "C", "H", "H", "H", "H", "H", "H", "H", "H", "H", "H", "H", "H", "H", "H", "H", "H"], "xyz": [[3.195, 2.633, -3.120], [1.755, 2.439, -1.392], [3.949, 2.114, -1.154], [0.471, 4.326, 5.857], [-1.982, -1.533, -4.082], [-0.792, -3.869, 1.011], [-3.562, -0.373, -4.996], [0.865, 5.110, 4.824], [0.107, -2.873, 0.898], [1.167, -3.323, 0.135], [-3.375, -1.511, -5.799], [2.994, 2.428, -1.916], [1.879, 3.034, 4.710], [-2.344, -2.209, -5.247], [-0.270, -4.971, 0.440], [1.095, 3.156, 5.835], [0.920, -4.648, -0.037], [-2.736, -0.424, -3.913], [1.800, 4.256, 4.077], [2.016, 2.225, -0.494], [0.477, 6.105, 4.667], [2.053, -2.787, -0.171], [-1.650, -3.876, 1.543], [-0.904, -5.845, 0.408], [2.473, 2.199, 4.368], [-0.155, 4.614, 6.595], [-1.895, -3.166, -5.469], [-1.286, -1.832, -3.414], [1.625, -5.277, -0.560], [-2.771, 0.118, -2.979], [-0.108, -1.933, 1.383], [-3.879, -1.717, -6.732], [0.946, 2.515, 6.692], [-4.361, 0.341, -5.128], [2.281, 4.552, 3.157]]}



Entry 6:
{"formula": "C21H19N4O3SYb", "method": "the ωB97M-V functional and the def2-TZVPD basis", "multiplicity": 2, "homo_lumo_gap_ha": [0.22476, 0.22455], "charge": 0, "max_force_ev_per_a": 2.14, "e_tot_ev": -76551.68293, "homo_ev": [-7.72, -7.72], "symbols": ["Yb", "S", "O", "O", "O", "N", "N", "N", "N", "C", "C", "C", "C", "C", "C", "C", "C", "C", "C", "C", "C", "C", "C", "C", "C", "C", "C", "C", "C", "C", "H", "H", "H", "H", "H", "H", "H", "H", "H", "H", "H", "H", "H", "H", "H", "H", "H", "H", "H"], "xyz": [[-1.036, 0.547, -0.697], [4.774, 4.485, 0.194], [4.081, 5.626, 0.756], [5.537, 4.722, -1.017], [5.417, 3.647, 1.163], [0.268, -1.515, -0.081], [0.470, 1.144, -2.422], [-2.048, -0.762, 1.100], [-2.566, 1.823, -1.079], [3.428, 3.431, -0.481], [-5.035, -0.610, 0.014], [-4.480, -1.818, -0.564], [-1.197, -1.633, 1.800], [2.817, 1.437, -1.637], [3.772, 2.232, -1.053], [-3.591, -1.667, -1.569], [0.668, -3.263, 3.150], [0.010, -2.036, 1.156], [1.507, 1.900, -1.695], [-3.065, -0.382, -1.877], [-3.418, 0.799, -1.094], [-4.559, 0.640, -0.229], [2.363, -2.670, -0.087], [2.091, -3.224, 1.114], [0.934, -2.850, 1.805], [-0.478, -2.896, 3.780], [-1.430, -2.091, 3.074], [2.136, 3.850, -0.456], [1.173, 3.101, -1.090], [1.396, -1.800, -0.652], [-4.903, -2.782, -0.323], [2.837, -3.831, 1.635], [-5.907, -0.717, 0.645], [1.869, 4.799, 0.031], [-2.384, -1.777, 3.485], [-2.749, -1.321, 0.571], [-3.208, -2.512, -2.171], [1.618, -1.267, -1.567], [-2.486, -0.303, -2.783], [0.960, 0.580, -3.099], [-2.577, -0.209, 1.785], [-5.021, 1.499, 0.221], [-0.030, 1.797, -3.018], [3.289, -2.879, -0.610], [1.397, -3.917, 3.600], [-0.703, -3.261, 4.764], [4.763, 1.862, -1.013], [0.238, 3.541, -1.260], [3.057, 0.533, -2.222]]}